# 1
Computed, not measured: the ion C5H9N2 with charge +1, with ωB97M-V with the def2-TZVPD basis set.

Positions of all 16 atoms, in Å:
C1 1.230 -1.486 -0.403
C2 0.871 0.602 0.454
C3 0.183 -0.624 0.142
C4 0.432 1.853 -0.373
C5 -1.243 -0.900 0.345
N1 2.226 0.437 0.309
N2 2.662 -0.656 0.060
H1 1.102 -2.591 -0.203
H2 1.341 -1.264 -1.475
H3 0.424 0.797 1.522
H4 1.158 2.613 -0.103
H5 -0.602 2.217 -0.312
H6 0.707 1.657 -1.469
H7 -1.474 -1.372 -0.544
H8 -2.049 -0.182 0.740
H9 -1.196 -1.838 1.056

Properties
- Calculated total energy: -8299.769 eV
- HOMO level: -14.386 eV
- Frontier orbital gap: 7.90 eV
- Total charge: +1

=====

# 2
Computed, not measured: a structure of composition C50H60LuN9O7S4, with ωB97M-V with the def2-TZVPD basis set.

Positions of all 131 atoms, in Å:
Lu1 -0.008 -0.754 0.149
C1 -4.598 -6.807 0.790
C2 -4.340 -5.376 0.418
C3 -4.109 -5.017 -0.905
C4 -3.903 -3.687 -1.256
C5 -3.924 -2.714 -0.270
C6 -4.153 -3.046 1.065
C7 -4.354 -4.371 1.395
S1 -3.512 -1.061 -0.755
O1 -2.312 -0.742 0.133
C8 -4.889 -0.183 0.023
C9 -6.110 -0.914 0.036
C10 -7.200 -0.434 0.689
C11 -7.121 0.776 1.421
C12 -8.217 1.243 2.188
C13 -8.135 2.419 2.869
C14 -6.949 3.187 2.807
C15 -5.886 2.767 2.063
C16 -5.936 1.535 1.353
C17 -4.818 1.081 0.565
C18 -3.897 2.212 0.193
C19 -4.473 3.124 -0.763
C20 -5.626 2.784 -1.521
C21 -6.175 3.672 -2.399
C22 -5.621 4.963 -2.556
C23 -4.514 5.316 -1.841
C24 -3.904 4.401 -0.946
C25 -2.728 4.756 -0.231
C26 -2.128 3.859 0.588
C27 -2.733 2.593 0.805
S2 -1.822 1.405 1.734
O2 -0.634 1.210 0.762
C28 -1.090 2.312 3.062
C29 0.226 2.744 2.982
C30 0.780 3.391 4.079
C31 0.036 3.620 5.235
C32 0.639 4.326 6.416
C33 -1.286 3.171 5.281
C34 -1.853 2.509 4.207
H1 -4.000 -7.488 0.186
H2 -5.648 -7.054 0.620
H3 -4.381 -6.992 1.840
H4 -4.090 -5.780 -1.672
H5 -3.725 -3.416 -2.289
H6 -4.170 -2.277 1.826
H7 -4.532 -4.642 2.428
H8 -6.173 -1.867 -0.469
H9 -8.128 -0.990 0.679
H10 -9.119 0.646 2.222
H11 -8.975 2.772 3.451
H12 -6.886 4.116 3.356
H13 -4.992 3.373 2.028
H14 -6.076 1.807 -1.409
H15 -7.051 3.392 -2.968
H16 -6.087 5.671 -3.227
H17 -4.089 6.308 -1.938
H18 -2.306 5.744 -0.364
H19 -1.205 4.105 1.093
H20 0.800 2.570 2.079
H21 1.813 3.714 4.037
H22 1.692 4.545 6.254
H23 0.552 3.719 7.317
H24 0.121 5.266 6.606
H25 -1.871 3.332 6.177
H26 -2.877 2.159 4.264
O3 -0.389 -1.158 2.788
H27 -0.783 -0.628 3.493
H28 0.571 -1.120 2.951
O4 -0.944 -2.935 0.921
H29 -1.694 -3.342 0.464
H30 -1.205 -2.827 1.847
O5 1.174 0.411 -1.507
H31 1.677 1.195 -1.200
H32 0.478 0.773 -2.111
O6 -0.572 -1.906 -1.937
H33 -0.090 -2.700 -2.208
H34 -0.829 -1.425 -2.739
C35 -0.967 4.996 -3.317
N1 -1.013 3.638 -2.809
C36 -1.845 2.690 -3.222
N2 -2.870 3.038 -4.003
S3 -1.634 1.047 -2.771
H35 -0.031 5.439 -2.989
H36 -1.793 5.599 -2.935
H37 -0.987 5.000 -4.408
H38 -0.274 3.359 -2.174
H39 -3.078 3.994 -4.227
H40 -3.467 2.313 -4.361
C37 4.607 4.362 -1.408
N3 3.845 4.907 -0.298
C38 2.593 4.617 0.016
N4 2.049 5.304 1.042
S4 1.637 3.453 -0.803
H41 4.934 5.168 -2.062
H42 3.970 3.677 -1.961
H43 5.477 3.826 -1.030
H44 4.336 5.542 0.317
H45 2.656 5.749 1.715
H46 1.194 4.922 1.414
C39 4.929 0.786 -1.248
C40 5.567 -0.538 -0.865
N5 5.671 -1.462 -1.986
C41 6.648 -1.168 -3.040
C42 6.007 -0.654 -4.318
C43 4.979 -2.613 -2.094
O7 5.144 -3.417 -2.995
C44 3.936 -2.917 -1.052
C45 4.135 -3.943 -0.140
C46 3.117 -4.255 0.742
C47 1.928 -3.553 0.669
N6 1.711 -2.577 -0.223
C48 2.716 -2.266 -1.057
H47 4.804 1.415 -0.367
H48 3.950 0.628 -1.705
H49 5.541 1.330 -1.967
H50 5.005 -1.014 -0.062
H51 6.575 -0.369 -0.477
H52 7.208 -2.081 -3.243
H53 7.340 -0.434 -2.626
H54 5.345 -1.409 -4.739
H55 6.776 -0.429 -5.056
H56 5.435 0.257 -4.139
H57 5.071 -4.486 -0.129
H58 3.231 -5.042 1.474
H59 1.106 -3.792 1.327
H60 2.527 -1.466 -1.763
N7 1.806 -0.243 1.397
C49 2.717 0.416 1.748
N8 3.739 1.023 2.137
C50 3.816 2.269 2.540
N9 3.932 3.370 2.869

Properties
- Calculated total energy: -157524.651 eV
- HOMO level: -12.678 eV
- Frontier orbital gap: 8.29 eV
- Total charge: +2

=====

# 3
Computed, not measured: a cluster of 2 separate species, C24H26ClN9O3 in total, with ωB97M-V with the def2-TZVPD basis set.

Positions of all 63 atoms, in Å:
N1 -9.919 0.055 3.591
C1 -8.814 0.269 2.895
N2 -8.086 -0.796 2.686
C2 -6.993 -0.563 2.001
N3 -6.286 -1.696 1.771
C3 -6.556 0.684 1.579
N4 -5.408 0.871 0.881
C4 -5.134 2.150 0.542
C5 -3.969 2.356 -0.343
C6 -3.079 3.439 -0.223
C7 -1.999 3.568 -1.109
C8 -1.805 2.620 -2.124
C9 -2.679 1.536 -2.246
Cl1 -2.485 0.338 -3.500
C10 -3.740 1.411 -1.355
C11 -6.018 3.204 0.951
N5 -5.912 4.528 0.615
N6 -7.140 3.007 1.639
C12 -7.417 1.732 1.949
N7 -8.544 1.517 2.615
H1 -9.852 -0.802 4.118
H2 -10.216 0.899 4.058
H3 -5.306 -1.530 1.561
H4 -6.541 -2.449 2.397
H5 -3.212 4.173 0.568
H6 -1.318 4.408 -1.011
H7 -0.983 2.725 -2.826
H8 -4.407 0.560 -1.470
H9 -6.765 5.024 0.863
H10 -5.515 4.710 -0.301
C13 7.132 -3.303 -2.860
N8 7.083 -3.979 -1.561
C14 6.463 -3.608 -0.431
O1 6.516 -4.354 0.538
C15 5.711 -2.266 -0.287
C16 4.267 -2.431 -0.785
C17 3.333 -1.289 -0.434
C18 2.826 -1.190 0.876
C19 1.902 -0.180 1.203
C20 1.474 0.731 0.217
O2 0.543 1.670 0.530
C21 1.994 0.645 -1.094
C22 2.926 -0.362 -1.416
N9 6.328 -1.119 -0.966
C23 7.502 -0.555 -0.693
C24 8.344 -1.067 0.459
O3 7.907 0.370 -1.378
H11 7.469 -4.005 -3.624
H12 7.834 -2.467 -2.825
H13 6.145 -2.934 -3.142
H14 7.547 -4.872 -1.494
H15 5.664 -2.051 0.781
H16 4.269 -2.576 -1.865
H17 3.855 -3.340 -0.342
H18 3.133 -1.902 1.630
H19 1.496 -0.106 2.200
H20 0.007 1.917 -0.225
H21 1.670 1.346 -1.848
H22 3.307 -0.437 -2.425
H23 5.806 -0.681 -1.708
H24 7.754 -1.070 1.374
H25 9.200 -0.407 0.586
H26 8.696 -2.073 0.238

Properties
- Calculated total energy: -57388.430 eV
- HOMO level: -8.322 eV
- Frontier orbital gap: 7.76 eV
- SMILES: Nc1nc(N)c2nc(-c3cccc(Cl)c3)c(N)nc2n1.CNC(=O)[C@H](Cc1ccc(O)cc1)NC(C)=O

=====

# 4
Computed, not measured: a cluster of 4 separate species, C12H36O16P4 in total, with ωB97M-V with the def2-TZVPD basis set.

Positions of all 68 atoms, in Å:
C1 -8.200 3.113 -4.948
O1 -7.326 2.684 -6.031
P1 -5.731 2.587 -5.832
O2 -5.174 3.868 -5.266
O3 -5.589 1.242 -4.942
C2 -4.809 1.277 -3.788
O4 -5.118 2.018 -7.257
C3 -5.794 1.099 -8.141
H1 -9.109 3.400 -5.476
H2 -7.795 4.020 -4.500
H3 -8.348 2.217 -4.345
H4 -5.599 1.604 -3.112
H5 -4.044 2.052 -3.740
H6 -4.290 0.345 -3.562
H7 -6.288 0.307 -7.576
H8 -5.037 0.581 -8.731
H9 -6.476 1.593 -8.832
C4 -0.953 -0.138 -3.202
O5 -0.558 0.129 -1.834
P2 -0.054 -0.943 -0.793
O6 0.552 -0.269 0.424
O7 0.869 -1.969 -1.645
C5 2.031 -1.516 -2.321
O8 -1.343 -1.993 -0.456
C6 -1.246 -3.431 -0.352
H10 -0.268 0.563 -3.679
H11 -2.010 0.093 -3.331
H12 -0.762 -1.154 -3.550
H13 2.765 -2.036 -1.705
H14 2.235 -0.446 -2.304
H15 2.164 -1.854 -3.349
H16 -0.250 -3.844 -0.517
H17 -1.927 -3.915 -1.051
H18 -1.639 -3.701 0.628
C7 3.030 -2.473 2.422
O9 4.404 -2.251 2.746
P3 4.887 -2.698 4.204
O10 4.169 -2.041 5.307
O11 6.502 -2.435 4.138
C8 7.193 -1.337 4.909
O12 4.792 -4.325 4.174
C9 5.186 -5.003 5.372
H19 2.375 -1.969 3.131
H20 3.012 -3.560 2.334
H21 2.673 -2.101 1.462
H22 7.480 -0.482 4.297
H23 8.147 -1.692 5.299
H24 6.600 -1.092 5.790
H25 5.707 -5.926 5.120
H26 4.354 -5.268 6.024
H27 5.860 -4.352 5.930
C10 -0.280 3.132 1.455
O13 0.880 3.502 2.149
P4 1.055 3.115 3.703
O14 0.009 3.714 4.554
O15 1.124 1.518 3.588
C11 0.116 0.687 4.100
O16 2.593 3.702 3.912
C12 3.684 3.075 3.293
H28 -0.349 2.047 1.387
H29 -0.373 3.582 0.466
H30 -1.156 3.458 2.016
H31 0.505 -0.330 4.045
H32 -0.799 0.542 3.526
H33 -0.199 1.037 5.083
H34 3.742 3.480 2.283
H35 3.521 2.005 3.165
H36 4.681 3.155 3.726

Properties
- Calculated total energy: -82949.629 eV
- HOMO level: -10.124 eV
- Frontier orbital gap: 10.47 eV
- SMILES: COP(=O)(OC)OC.COP(=O)(OC)OC.COP(=O)(OC)OC.COP(=O)(OC)OC

=====

# 5
Computed, not measured: a cluster of 2 separate species, H3S3 in total, with ωB97M-V with the def2-TZVPD basis set.

Positions of all 6 atoms, in Å:
S1 0.852 1.597 -1.327
H1 1.959 1.401 -2.064
S2 -1.430 -1.286 1.770
S3 0.199 -0.392 -1.219
H2 -0.988 -0.082 2.159
H3 -0.592 -1.238 0.681

Properties
- Calculated total energy: -32555.663 eV
- HOMO level: -2.575 eV
- Frontier orbital gap: 6.10 eV
- Total charge: -1

=====

# 6
Computed, not measured: a structure of composition C3H4N2OS, with ωB97M-V with the def2-TZVPD basis set.

Positions of all 11 atoms, in Å:
C1 -1.499 -1.131 -0.077
C2 -0.025 -0.931 0.169
C3 1.392 1.017 0.014
N1 -2.251 -0.092 -0.126
N2 0.216 0.350 0.537
O1 0.810 -1.812 0.224
S1 -1.646 1.389 -0.136
H1 -2.098 -2.058 -0.121
H2 1.314 1.232 -1.142
H3 1.629 1.887 0.547
H4 2.161 0.150 0.110

Properties
- Calculated total energy: -19036.028 eV
- HOMO level: -9.600 eV
- Frontier orbital gap: 8.18 eV

=====

# 7
Computed, not measured: the molecule C3H3FO, with ωB97M-V with the def2-TZVPD basis set.

Positions of all 8 atoms, in Å:
C1 0.252 -0.091 1.305
C2 0.593 0.187 0.082
C3 -1.260 0.026 -1.298
O1 0.002 -0.183 -1.137
F1 -1.464 -0.155 -2.648
H1 0.981 0.199 2.147
H2 1.397 0.729 -0.194
H3 -0.501 -0.712 1.743

Properties
- Calculated total energy: -7921.121 eV
- HOMO level: -10.219 eV
- Frontier orbital gap: 11.04 eV

=====

# 8
Computed, not measured: a structure of composition C12H14N4O2S2, with ωB97M-V with the def2-TZVPD basis set.

Positions of all 34 atoms, in Å:
C1 2.937 0.616 -2.354
C2 2.846 -0.200 -1.081
H1 3.691 -0.880 -0.982
H2 1.913 -0.756 -1.024
S1 2.935 0.849 0.415
C3 1.390 1.626 0.345
N1 1.151 2.675 1.083
S2 -0.390 3.183 0.842
C4 -0.654 1.879 -0.318
N2 0.408 1.154 -0.462
N3 -1.842 1.717 -0.942
C5 -2.360 0.602 -1.604
O1 -3.259 0.757 -2.400
N4 -1.826 -0.619 -1.353
C6 -1.039 -1.123 -0.305
C7 -0.138 -2.138 -0.597
C8 0.658 -2.693 0.390
C9 0.554 -2.230 1.687
C10 -0.366 -1.245 2.005
C11 -1.188 -0.698 1.028
O2 -2.149 0.239 1.268
C12 -2.345 0.685 2.590
H3 -2.620 -0.140 3.254
H4 -1.457 1.192 2.980
H5 -3.169 1.395 2.537
H6 -0.442 -0.910 3.026
H7 1.182 -2.636 2.464
H8 1.361 -3.473 0.141
H9 -0.059 -2.481 -1.619
H10 -2.134 -1.311 -2.024
H11 -2.458 2.518 -0.975
H12 3.843 1.219 -2.361
H13 2.951 -0.048 -3.216
H14 2.076 1.274 -2.440

Properties
- Calculated total energy: -44397.602 eV
- HOMO level: -8.278 eV
- Frontier orbital gap: 8.80 eV

=====

- Which of these has the highest calculated total energy?
  C3H3FO